Entry 1:
# C5H10O2

The molecule C5H10O2 in a non-equilibrium geometry (the ωB97M-V functional and the def2-TZVPD basis, the Open Molecules 2025 dataset).

Last column: natural (NBO) charge in e.
Positions of all 17 atoms, in Å:
O1 1.424 0.491 -0.294  -0.741
C1 -0.433 0.378 1.314  -0.206
C2 0.244 -0.150 0.038  0.166
H1 -1.077 1.285 -0.949  0.199
H2 1.247 -1.879 0.812  0.226
O2 0.089 0.158 -2.333  -0.799
H3 1.345 0.438 -1.414  0.514
H4 -1.293 -0.187 1.667  0.201
C3 0.048 1.413 1.973  -0.384
H5 -0.329 1.700 2.941  0.197
H6 -0.413 0.553 -3.053  0.488
C4 -0.805 0.229 -0.991  -0.067
C5 0.435 -1.673 0.115  -0.624
H7 -0.472 -2.174 0.456  0.200
H8 0.954 1.903 1.637  0.217
H9 0.701 -2.042 -0.875  0.219
H10 -1.664 -0.442 -1.042  0.196

Values from the calculation:
- Charge: 0
- Energy relative to the best compared isomer or geometry (same formula, charge and spin): 63.5 kcal per mole

---

Entry 2:
# C5H10O2

The molecule C5H10O2 (the ωB97M-V functional and the def2-TZVPD basis, the Open Molecules 2025 dataset).

Last column: natural (NBO) charge in e.
Positions of all 17 atoms, in Å:
H1 -1.162 1.847 0.128  0.244
C1 -0.975 0.992 -0.540  -0.544
H2 1.148 0.276 -1.742  0.494
C2 0.903 -1.776 1.452  -0.610
C3 -0.240 -0.969 0.847  -0.402
H3 -0.853 -1.619 0.209  0.203
H4 -1.850 1.964 -2.319  0.115
O1 0.111 1.640 -2.609  -0.547
H5 -1.897 0.394 -0.502  0.229
C4 0.239 0.177 -0.038  0.104
H6 -0.898 -0.575 1.634  0.198
H7 1.469 -1.182 2.178  0.200
C5 -0.889 1.569 -1.927  0.462
H8 0.886 0.846 0.556  0.155
O2 0.976 -0.415 -1.084  -0.735
H9 1.591 -2.100 0.666  0.226
H10 0.524 -2.665 1.967  0.209

Values from the calculation:
- Charge: 0
- Energy relative to the best compared isomer or geometry (same formula, charge and spin): 30.0 kcal per mole

---

Entry 3:
# C5H10O2

The molecule C5H10O2 (the ωB97M-V functional and the def2-TZVPD basis, the Open Molecules 2025 dataset).

Last column: natural (NBO) charge in e.
Positions of all 17 atoms, in Å:
C1 -1.457 0.311 -1.256  -0.635
H1 0.722 2.571 -0.614  0.031
H2 0.126 -1.805 -0.530  0.184
C2 -0.141 0.306 -0.502  0.068
H3 2.311 -0.868 0.206  0.212
H4 -0.956 -0.589 1.756  0.473
C3 1.496 -1.007 0.925  -0.639
H5 -1.537 1.195 -1.897  0.218
C4 0.142 -1.010 0.225  0.074
C5 0.255 2.531 0.416  0.137
O1 -0.913 -1.314 1.115  -0.709
H6 -2.284 0.308 -0.544  0.234
H7 -1.540 -0.585 -1.879  0.223
H8 1.552 -0.200 1.665  0.215
H9 0.704 0.576 -1.150  0.187
O2 -0.222 1.331 0.542  -0.499
H10 1.646 -1.960 1.441  0.227

Values from the calculation:
- Charge: 0
- Energy relative to the best compared isomer or geometry (same formula, charge and spin): 92.9 kcal per mole

---

Entry 4:
# C5H10O2

A cluster of 2 separate species, C5H10O2 in total (the ωB97M-V functional and the def2-TZVPD basis, the Open Molecules 2025 dataset).

Last column: natural (NBO) charge in e.
Positions of all 17 atoms, in Å:
C1 -1.065 1.733 0.101  -0.074
H1 1.655 0.917 0.780  0.168
C2 -1.247 0.415 0.799  -0.312
C3 0.946 0.563 0.007  0.047
H2 -1.092 2.608 0.771  0.171
H3 0.725 -1.969 0.524  0.482
H4 1.159 -0.533 -1.885  0.215
H5 -1.832 1.883 -0.670  0.182
H6 -1.808 -2.709 0.355  0.007
C4 -0.116 -0.272 0.686  0.292
H7 2.357 -0.949 -0.622  0.200
H8 2.491 0.567 -1.497  0.231
H9 -2.159 0.093 1.284  0.226
O1 0.216 1.652 -0.529  -0.522
C5 1.770 -0.135 -1.068  -0.632
H10 -2.162 -2.351 -0.200  -0.011
O2 0.161 -1.512 1.164  -0.671

Values from the calculation:
- Charge: 0
- Energy relative to the best compared isomer or geometry (same formula, charge and spin): 65.3 kcal per mole

---

Entry 5:
# C5H10O2

A cluster of 2 separate species, C5H10O2 in total in a non-equilibrium geometry (the ωB97M-V functional and the def2-TZVPD basis, the Open Molecules 2025 dataset).

Last column: natural (NBO) charge in e.
Positions of all 17 atoms, in Å:
H1 -1.284 2.175 0.686  0.167
H2 -1.808 0.127 1.603  0.225
H3 2.669 -0.773 -0.254  0.216
H4 -1.355 -1.848 1.264  0.036
C1 -1.250 1.372 -0.072  -0.088
C2 0.813 0.318 0.178  0.046
H5 1.204 0.813 1.075  0.179
H6 -2.313 -0.667 0.139  0.250
C3 1.992 -0.060 -0.733  -0.658
C4 -1.552 0.006 0.546  -0.529
H7 1.653 -0.458 -1.700  0.216
O1 0.062 1.252 -0.591  -0.526
O2 -0.010 -1.983 -0.180  -0.706
H8 2.580 0.834 -0.977  0.244
H9 -1.927 1.637 -0.884  0.195
H10 0.835 -1.895 -0.632  0.476
C5 -0.307 -0.851 0.531  0.259

Values from the calculation:
- Charge: 0
- Energy relative to the best compared isomer or geometry (same formula, charge and spin): 136.4 kcal per mole

---

Entry 6:
# C5H10O2

The molecule C5H10O2 (the ωB97M-V functional and the def2-TZVPD basis, the Open Molecules 2025 dataset).

Last column: natural (NBO) charge in e.
Positions of all 17 atoms, in Å:
C1 -1.256 -0.610 -0.186  0.096
H1 -1.730 -1.217 -0.971  0.171
H2 0.900 -2.282 0.585  0.174
C2 0.434 -1.309 0.784  -0.093
H3 2.551 0.530 0.429  0.165
C3 0.245 -0.389 -0.434  0.054
H4 0.630 -0.786 -1.386  0.168
C4 2.027 1.104 -0.350  -0.249
H5 -3.094 0.289 0.459  0.218
O1 0.633 0.944 -0.265  -0.525
H6 2.240 2.166 -0.209  0.197
C5 -2.100 0.603 0.126  -0.631
H7 -1.631 1.201 0.911  0.223
H8 0.935 -0.831 1.636  0.180
H9 2.407 0.784 -1.333  0.165
H10 -2.208 1.224 -0.770  0.217
O2 -0.982 -1.422 0.974  -0.531

Values from the calculation:
- Charge: 0
- Energy relative to the best compared isomer or geometry (same formula, charge and spin): 57.1 kcal per mole

---

Entry 7:
# C5H10O2

A cluster of 2 separate species, C5H10O2 in total (the ωB97M-V functional and the def2-TZVPD basis, the Open Molecules 2025 dataset).

Last column: natural (NBO) charge in e.
Positions of all 17 atoms, in Å:
C1 -1.255 -1.053 -2.126  -0.247
C2 0.442 0.047 1.379  0.387
H1 -1.124 1.454 1.822  0.180
C3 0.537 0.847 0.355  -0.185
H2 -0.456 -1.465 -2.761  0.166
H3 0.027 -1.641 0.854  0.504
H4 1.015 0.211 -1.626  0.186
O1 0.223 -1.220 1.712  -0.660
H5 -0.348 1.357 -1.539  0.185
H6 -1.981 -1.839 -1.901  0.195
H7 2.374 -0.037 2.593  -0.007
H8 -1.762 -0.243 -2.671  0.169
H9 0.529 2.122 2.248  0.197
C4 -0.041 1.391 1.671  -0.416
O2 -0.753 -0.592 -0.901  -0.570
H10 2.503 0.108 1.879  0.015
C5 0.141 0.518 -1.028  -0.098

Values from the calculation:
- Charge: 0
- Energy relative to the best compared isomer or geometry (same formula, charge and spin): 131.4 kcal per mole

---

Entry 8:
# C5H10O2

The molecule C5H10O2 (the ωB97M-V functional and the def2-TZVPD basis, the Open Molecules 2025 dataset).

Last column: natural (NBO) charge in e.
Positions of all 17 atoms, in Å:
H1 2.863 0.127 -1.031  0.117
H2 -1.384 1.359 -0.425  0.202
H3 1.398 1.605 1.126  0.239
H4 1.055 -1.563 0.958  0.485
H5 -3.047 -0.405 -1.116  0.209
C1 1.224 0.985 0.241  -0.547
H6 -1.937 -1.665 -0.531  0.225
H7 -0.647 0.199 -1.527  0.200
C2 -2.270 -0.634 -0.381  -0.610
C3 0.019 0.023 0.483  0.117
O1 3.022 -0.438 0.893  -0.546
H8 -0.360 0.176 1.506  0.164
H9 1.015 1.649 -0.606  0.215
H10 -2.713 -0.563 0.619  0.202
O2 0.370 -1.340 0.313  -0.728
C4 -1.084 0.308 -0.526  -0.406
C5 2.475 0.177 0.005  0.462

Values from the calculation:
- Charge: 0
- Energy relative to the best compared isomer or geometry (same formula, charge and spin): 33.2 kcal per mole

---

Asked for HOMO-LUMO gap across the records above, the calculation gives 10.252; 10.950; 9.382; 9.648; 8.837; 10.726; 9.483; 10.935 eV in order.
Asked for energy across the records above, the calculation gives -346.924244; -346.977664; -346.877405; -346.921432; -346.808069; -346.934423; -346.816066; -346.972454 a.u. in order.
Asked for LUMO across the records above, the calculation gives 0.63; 0.91; 0.70; 0.86; 0.65; 1.02; 0.85; 0.92 eV in order.